(1)
Entry from the Open Molecules 2025 dataset: 2 unconnected molecules or ions with the total composition C2H10N2 in a non-equilibrium geometry (ωB97M-V/def2-TZVPD).

CARTESIAN COORDINATES (ANGSTROEM)
C 1.419 -0.666 0.042
C 0.644 -0.008 -1.083
N 0.280 1.406 -0.824
H 0.903 -0.546 0.967
H 2.445 -0.312 0.130
H 1.512 -1.720 -0.205
H -0.278 -0.537 -1.336
H 1.185 0.064 -2.029
H 1.038 2.007 -1.109
H 0.063 1.600 0.144
N -2.165 -0.521 1.525
H -1.735 -0.875 0.678
H -2.898 -1.177 1.778
H -1.464 -0.655 2.250

## Properties
- spin multiplicity = 1
- gap between HOMO and LUMO (Ha) = 0.3730
- structure (SMILES) = CCN.N
- energy (eV) = -5216.2094
- net charge = 0

(2)
Entry from the Open Molecules 2025 dataset: 2 unconnected molecules or ions with the total composition C6H10NO2 in a non-equilibrium geometry (ωB97M-V/def2-TZVPD).

CARTESIAN COORDINATES (ANGSTROEM)
C 2.775 -0.726 -0.357
C 2.956 0.482 0.167
C -0.352 0.213 0.299
C 1.830 -0.321 0.641
C -2.870 0.087 -1.463
C -2.112 1.291 -0.923
N 1.680 -0.978 1.895
O -0.857 -0.277 1.235
O -0.673 1.007 -0.658
H 3.101 -1.549 -0.962
H 3.427 1.410 0.096
H -3.936 0.314 -1.753
H -2.394 -0.103 -2.488
H -2.689 -0.748 -0.791
H -2.467 1.624 0.108
H -2.003 1.925 -1.747
H 0.583 -1.004 1.950
H 2.119 -0.654 2.883
H 1.883 -1.993 1.868

## Properties
- spin multiplicity = 1
- gap between HOMO and LUMO (Ha) = 0.3334
- energy (eV) = -11957.1445
- net charge = +1

(3)
Entry from the Open Molecules 2025 dataset: C4H10N2OS in the gas phase in a non-equilibrium geometry (ωB97M-V/def2-TZVPD).

CARTESIAN COORDINATES (ANGSTROEM)
N -1.717 -1.511 -3.019
C -0.725 -0.996 -2.109
N -1.305 -0.449 -0.869
C -0.603 -0.360 0.283
O -1.138 -0.074 1.344
C 0.906 -0.642 0.244
C 1.595 0.135 1.359
S 1.378 1.924 1.334
H -2.133 -2.391 -2.717
H -2.511 -0.871 -3.108
H -0.249 -0.189 -2.653
H -0.065 -1.834 -1.891
H -2.312 -0.385 -0.844
H 0.891 -1.680 0.567
H 1.314 -0.449 -0.738
H 2.653 -0.117 1.342
H 1.173 -0.212 2.303
H 0.251 1.946 2.045

## Properties
- spin multiplicity = 1
- gap between HOMO and LUMO (Ha) = 0.3551
- structure (SMILES) = NCNC(=O)CCS
- energy (eV) = -20173.2931
- net charge = 0

(4)
Entry from the Open Molecules 2025 dataset: 2 unconnected molecules or ions with the total composition C9H18N3O9P2 in a non-equilibrium geometry (ωB97M-V/def2-TZVPD).

CARTESIAN COORDINATES (ANGSTROEM)
N 1.848 -0.181 -2.241
C 1.683 -1.316 -2.336
O 1.047 -2.496 -2.553
N 0.270 -2.855 -1.414
C -1.173 -2.979 -1.789
C -2.018 -2.651 -0.510
C -2.087 -3.820 0.558
C -1.644 -3.195 1.934
O -2.431 -2.777 2.746
O -0.275 -3.082 2.190
P -1.597 -1.696 -3.132
N -3.162 -1.579 -3.396
C -1.454 -4.385 -2.433
O -2.465 -5.073 -2.218
O -0.558 -4.813 -3.281
H 0.403 -2.088 -0.747
H -3.071 -2.337 -0.728
H -1.540 -1.744 -0.024
H -3.156 -4.115 0.711
H -1.511 -4.737 0.289
H -0.121 -2.171 2.507
H -0.977 -2.109 -4.357
H -1.096 -0.412 -2.725
H -3.686 -2.218 -2.794
C 1.361 6.332 2.701
O 2.064 5.092 2.601
P 1.947 4.301 1.096
O 0.462 4.024 1.239
O 2.858 3.071 1.657
C 2.476 2.406 2.853
O 2.091 3.704 -0.478
C 1.337 2.546 -0.827
H 1.818 6.923 3.496
H 1.421 6.892 1.768
H 0.317 6.144 2.955
H 1.392 2.402 2.984
H 2.952 2.883 3.711
H 2.824 1.374 2.792
H 0.321 2.833 -1.095
H 1.323 1.816 -0.016
H 1.806 2.090 -1.696

## Properties
- spin multiplicity = 1
- gap between HOMO and LUMO (Ha) = 0.1537
- energy (eV) = -51095.8490
- net charge = -1